P | The following is a DFT calculation (ωB97M-V/def2-TZVPD) of an isolated molecule of CH5BS2.

HOMO energy = -9.25 eV
LUMO energy = 0.28 eV
SMILES = CB(S)S
orbital gap = 0.3502 hartree

```
! wB97M-V def2-TZVPD RIJCOSX def2/J DEFGRID3
* xyz 0 1
B 0.1072 -0.1461 0.0359
C 0.2854 1.3808 -0.1068
S -1.9446 -0.9093 -0.2781
S 1.4866 -1.2343 0.1910
H -0.7475 1.8665 -0.1573
H 0.7467 1.4524 -1.1592
H 0.9154 1.7490 0.6635
H -1.5424 -2.2470 -0.1805
H 0.6933 -1.9120 0.9915
*
```



Q | The following is a DFT calculation (ωB97M-V/def2-TZVPD) of a cluster of 2 separate species, CH5BS2 in total.

HOMO energy = -8.06 eV
LUMO energy = -0.84 eV
orbital gap = 0.2654 hartree

```
! wB97M-V def2-TZVPD RIJCOSX def2/J DEFGRID3
* xyz 0 1
B 0.0711 -0.6777 -0.4442
C -0.9942 0.4108 -0.6250
S 2.9720 0.2378 -0.1389
S 0.1643 -2.3938 -0.3742
H -1.0016 0.7609 -1.6589
H -0.8225 1.2888 -0.0084
H -1.9968 0.0373 -0.4056
H 2.7461 0.8873 0.9946
H 1.4832 -2.5406 -0.2842
*
```



So which one is most stable? That would be P, about 178.3 kJ/mol below the next structure.